Record 1
{
  "formula": "C53H46AsF3LaN4O5P2S3",
  "method": "ωB97M-V/def2-TZVPD",
  "relative_energy_ev": 0.442,
  "homo_ev": -5.259,
  "max_force_ev_per_a": 2.9,
  "charge": -1,
  "lumo_energy_ev": 2.2,
  "species": ["La", "S", "C", "S", "S", "C", "C", "C", "C", "C", "C", "P", "C", "C", "C", "C", "C", "C", "C", "C", "C", "C", "C", "C", "H", "H", "H", "H", "H", "H", "H", "H", "H", "H", "H", "H", "H", "H", "O", "N", "O", "N", "O", "C", "C", "As", "C", "C", "C", "C", "C", "C", "C", "C", "C", "C", "C", "C", "P", "C", "C", "C", "C", "C", "C", "C", "C", "C", "C", "C", "C", "H", "H", "H", "H", "H", "H", "H", "H", "H", "H", "H", "H", "H", "H", "H", "H", "H", "H", "H", "H", "H", "H", "H", "H", "O", "C", "N", "C", "O", "C", "C", "C", "C", "N", "C", "H", "H", "H", "H", "H", "H", "H", "H", "F", "C", "F", "F"],
  "xyz": [[-0.096, 2.719, 0.149], [1.525, 3.024, 2.763], [2.868, 2.381, 1.951], [3.819, 1.327, 2.973], [3.140, 2.685, 0.364], [-2.826, 2.312, 6.855], [-1.595, 2.140, 6.298], [-1.417, 2.767, 5.039], [-2.430, 3.232, 4.201], [-3.659, 3.289, 4.796], [-3.839, 2.855, 6.116], [-1.950, 3.719, 2.534], [-3.420, 4.610, 1.899], [-4.565, 3.860, 1.604], [-5.661, 4.540, 1.106], [-5.694, 5.906, 0.963], [-4.561, 6.618, 1.249], [-3.469, 6.013, 1.808], [-0.633, 5.058, 2.443], [-0.215, 5.942, 3.423], [0.800, 6.832, 3.103], [1.190, 6.953, 1.782], [0.600, 6.174, 0.787], [-0.241, 5.111, 1.085], [-3.131, 1.847, 7.816], [-0.787, 1.795, 6.876], [-0.428, 2.800, 4.617], [-4.555, 3.541, 4.214], [-4.850, 2.857, 6.558], [-4.662, 2.777, 1.869], [-6.598, 4.123, 0.928], [-6.588, 6.330, 0.526], [-4.514, 7.713, 1.092], [-2.579, 6.581, 1.995], [-0.512, 5.793, 4.444], [1.157, 7.530, 3.846], [1.944, 7.694, 1.470], [0.847, 6.320, -0.259], [5.086, 0.693, 2.102], [4.658, -0.025, 0.949], [0.568, 2.156, -4.214], [0.320, 3.064, -3.486], [0.573, 2.743, -2.220], [0.570, -0.738, -1.807], [0.756, -1.693, -2.958], [0.042, -3.405, -2.517], [-0.436, -4.225, -4.289], [-1.263, -5.299, -4.101], [-1.624, -6.042, -5.237], [-1.324, -5.641, -6.545], [-0.583, -4.500, -6.728], [-0.146, -3.777, -5.579], [1.679, -4.422, -2.352], [1.629, -5.550, -1.512], [2.741, -6.308, -1.284], [3.910, -5.955, -1.956], [4.025, -4.839, -2.795], [2.864, -4.094, -3.005], [1.988, -0.125, -0.870], [3.319, 0.175, -2.102], [3.310, 1.425, -2.777], [4.223, 1.654, -3.781], [5.145, 0.703, -4.141], [5.163, -0.540, -3.506], [4.256, -0.806, -2.460], [2.657, -1.357, 0.320], [1.798, -2.444, 0.658], [2.076, -3.317, 1.687], [3.154, -3.029, 2.517], [3.992, -1.997, 2.221], [3.752, -1.093, 1.209], [-0.149, -1.060, -1.041], [0.153, 0.218, -2.113], [1.679, -1.657, -3.405], [0.156, -1.286, -3.777], [-1.594, -5.611, -3.096], [-2.318, -6.917, -5.060], [-1.555, -6.204, -7.410], [-0.149, -4.191, -7.653], [0.436, -2.901, -5.761], [0.771, -5.846, -0.947], [2.758, -7.130, -0.577], [4.796, -6.555, -1.751], [5.009, -4.556, -3.196], [2.968, -3.208, -3.628], [2.557, 2.221, -2.609], [4.127, 2.568, -4.415], [5.865, 0.910, -4.921], [5.814, -1.392, -3.781], [4.307, -1.758, -1.951], [0.984, -2.770, 0.006], [1.414, -4.170, 1.779], [3.341, -3.728, 3.377], [4.885, -1.790, 2.876], [4.340, 0.657, 0.247], [-3.661, -4.250, -1.161], [-4.386, -3.225, -0.572], [-3.560, -2.170, 0.016], [-2.705, -2.685, 0.920], [-2.756, -3.865, 1.258], [-1.705, -1.847, 1.588], [-0.977, -2.340, 2.642], [-0.204, -1.417, 3.318], [0.092, -0.198, 2.688], [-0.532, 0.281, 1.596], [-1.481, -0.538, 1.123], [-3.294, -4.748, -0.418], [-4.992, -3.663, 0.165], [-5.000, -2.743, -1.332], [-3.534, -1.228, -0.308], [-1.249, -3.374, 2.907], [0.353, -1.650, 4.253], [0.857, 0.469, 3.119], [-2.123, -0.171, 0.373], [-3.608, 1.146, -0.151], [-2.412, 1.532, -0.791], [-2.387, 0.845, -1.990], [-2.626, 2.832, -1.162]],
  "lowdin_charge": [1.68, 0.51, -1.62, 0.89, 0.57, -0.13, -0.06, -0.09, -0.37, -0.09, -0.10, 1.02, -0.35, -0.11, -0.10, -0.10, -0.10, -0.07, -0.55, -0.13, -0.11, -0.10, -0.16, -0.39, 0.11, 0.09, 0.04, 0.10, 0.11, 0.12, 0.08, 0.10, 0.11, 0.09, 0.10, 0.09, 0.10, 0.09, -0.49, -0.04, -0.07, -0.20, -0.48, -0.44, -0.42, 1.33, -0.37, -0.15, -0.09, -0.11, -0.09, -0.08, -0.39, -0.14, -0.10, -0.10, -0.08, -0.11, 1.01, -0.36, -0.12, -0.10, -0.10, -0.08, -0.10, -0.26, -0.11, -0.11, -0.10, -0.07, -0.29, 0.04, 0.04, 0.02, 0.08, 0.09, 0.11, 0.08, 0.09, 0.09, 0.09, 0.10, 0.09, 0.11, 0.09, 0.06, 0.12, 0.09, 0.10, 0.09, 0.06, 0.11, 0.12, 0.13, 0.02, -0.05, -0.25, 0.15, -0.44, 0.03, -0.11, -0.01, -0.04, -0.13, 0.02, -0.09, 0.07, 0.11, 0.13, 0.11, 0.13, 0.12, 0.06, 0.03, -0.05, -0.59, -0.01, -0.06]
}

***

Record 2
{
  "formula": "C53H46F3IrN6O2PS5",
  "method": "ωB97M-V/def2-TZVPD",
  "relative_energy_ev": 1.896,
  "s2": 0.806,
  "homo_ev": [-7.337, -7.284],
  "max_force_ev_per_a": 2.7,
  "multiplicity": 2,
  "lumo_energy_ev": [-1.2, -2.1],
  "species": ["Ir", "S", "C", "N", "N", "C", "C", "C", "C", "C", "C", "N", "N", "C", "C", "C", "C", "C", "C", "H", "H", "H", "H", "H", "H", "H", "H", "H", "H", "H", "F", "C", "F", "F", "C", "C", "C", "C", "N", "C", "S", "H", "H", "H", "C", "C", "C", "C", "C", "C", "C", "C", "C", "C", "O", "O", "H", "H", "H", "H", "H", "H", "H", "H", "H", "H", "H", "N", "S", "C", "C", "C", "C", "C", "C", "C", "C", "C", "C", "C", "C", "H", "H", "H", "H", "H", "H", "H", "H", "H", "H", "H", "S", "P", "S", "C", "C", "C", "C", "C", "C", "C", "C", "C", "C", "C", "C", "H", "H", "H", "H", "H", "H", "H", "H", "H", "H"],
  "xyz": [[-0.035, 0.228, 0.064], [-0.903, 0.873, 2.441], [-2.013, -0.479, 2.209], [-2.307, -1.355, 3.130], [-1.756, -1.248, 4.302], [-1.790, -2.300, 5.230], [-2.590, -3.422, 5.033], [-2.551, -4.458, 5.952], [-1.725, -4.390, 7.066], [-0.940, -3.264, 7.263], [-0.974, -2.219, 6.355], [-2.582, -0.658, 0.985], [-2.077, -0.108, -0.003], [-2.982, -0.186, -1.105], [-2.545, -0.490, -2.379], [-3.459, -0.717, -3.395], [-4.818, -0.591, -3.155], [-5.259, -0.222, -1.889], [-4.351, -0.036, -0.865], [-1.144, -0.458, 4.480], [-3.228, -3.461, 4.160], [-3.171, -5.332, 5.796], [-1.692, -5.208, 7.774], [-0.288, -3.196, 8.125], [-0.356, -1.338, 6.500], [-1.492, -0.616, -2.566], [-3.098, -1.009, -4.372], [-5.529, -0.785, -3.948], [-6.316, -0.082, -1.700], [-4.679, 0.212, 0.135], [6.363, 1.622, 1.715], [5.051, 1.689, 2.046], [4.959, 1.195, 3.294], [4.746, 2.994, 2.106], [4.212, 0.930, 1.052], [4.843, 0.238, 0.051], [4.088, -0.461, -0.887], [2.728, -0.394, -0.801], [2.065, 0.266, 0.178], [2.783, 0.916, 1.167], [1.997, 1.618, 2.500], [5.923, 0.236, -0.014], [4.554, -1.022, -1.684], [2.119, -0.884, -1.548], [0.210, 8.660, -1.196], [-0.003, 7.255, -0.695], [0.637, 6.796, 0.447], [0.466, 5.498, 0.922], [1.170, 5.062, 2.177], [-0.361, 4.637, 0.200], [-1.035, 5.078, -0.942], [-1.962, 4.153, -1.688], [-0.846, 6.382, -1.375], [-0.597, 3.219, 0.655], [-1.270, 3.076, 1.699], [-0.133, 2.307, -0.105], [0.761, 9.255, -0.468], [-0.744, 9.151, -1.396], [0.779, 8.652, -2.128], [1.285, 7.469, 1.000], [1.657, 5.911, 2.658], [1.935, 4.314, 1.963], [0.469, 4.611, 2.880], [-2.800, 3.850, -1.052], [-1.426, 3.249, -1.974], [-2.356, 4.636, -2.582], [-1.371, 6.725, -2.261], [0.082, -1.864, 0.002], [1.213, -2.994, 0.299], [0.236, -4.454, 0.674], [0.632, -5.656, 0.114], [-0.108, -6.799, 0.388], [-1.224, -6.721, 1.209], [-1.612, -5.499, 1.753], [-0.885, -4.352, 1.483], [1.813, -2.734, 1.958], [2.804, -3.610, 2.391], [3.298, -3.483, 3.675], [2.847, -2.455, 4.499], [1.884, -1.572, 4.040], [1.347, -1.725, 2.768], [-0.309, -2.119, -0.908], [1.502, -5.701, -0.532], [0.179, -7.746, -0.052], [-1.802, -7.612, 1.418], [-2.491, -5.438, 2.383], [-1.192, -3.391, 1.883], [3.181, -4.384, 1.729], [4.045, -4.181, 4.031], [3.262, -2.337, 5.492], [1.567, -0.737, 4.653], [0.587, -1.054, 2.404], [0.332, -1.939, -3.875], [0.450, 0.021, -4.135], [0.687, 1.087, -2.410], [1.911, 0.478, -5.116], [3.019, -0.362, -5.119], [4.171, 0.017, -5.794], [4.216, 1.235, -6.461], [3.109, 2.072, -6.461], [1.957, 1.701, -5.782], [-0.940, 0.692, -5.104], [-1.178, 0.202, -6.387], [-2.216, 0.727, -7.141], [-3.019, 1.737, -6.622], [-2.800, 2.206, -5.335], [-1.762, 1.678, -4.575], [2.963, -1.313, -4.602], [5.034, -0.637, -5.798], [5.120, 1.535, -6.977], [3.145, 3.019, -6.985], [1.094, 2.358, -5.763], [-0.559, -0.593, -6.786], [-2.394, 0.355, -8.143], [-3.816, 2.156, -7.224], [-3.429, 2.984, -4.919], [-1.585, 2.025, -3.569]],
  "lowdin_spin": [-0.01, 0.44, 0.00, 0.13, 0.10, 0.00, 0.01, 0.00, 0.01, 0.00, 0.01, 0.02, -0.06, 0.00, -0.01, 0.00, -0.01, 0.00, -0.01, 0.01, 0.00, 0.00, 0.00, 0.00, 0.00, 0.00, 0.00, 0.00, 0.00, 0.00, 0.00, 0.00, 0.00, 0.00, 0.00, 0.00, 0.00, 0.00, 0.00, 0.01, 0.05, 0.00, 0.00, 0.00, 0.00, 0.00, 0.00, 0.00, 0.00, 0.01, 0.00, 0.00, 0.00, 0.01, 0.24, 0.00, 0.00, 0.00, 0.00, 0.00, 0.00, 0.00, 0.00, 0.00, 0.00, 0.00, 0.00, 0.00, 0.00, 0.00, 0.00, 0.00, 0.00, 0.00, 0.00, 0.00, 0.00, 0.00, 0.00, 0.00, 0.01, 0.00, 0.00, 0.00, 0.00, 0.00, 0.00, 0.00, 0.00, 0.00, 0.00, 0.01, 0.00, 0.00, -0.02, 0.00, 0.00, 0.00, 0.00, 0.00, 0.00, 0.00, 0.00, 0.00, 0.00, 0.00, 0.00, 0.00, 0.00, 0.00, 0.00, 0.00, 0.00, 0.00, 0.00, 0.00, 0.00]
}